# 1
{
  "formula": "C60H73BIN3O7S2",
  "method": "the ωB97M-V functional and the def2-TZVPD basis",
  "homo_energy_ev": -7.546,
  "e_lumo_ha": -0.0510,
  "e_tot_ha": -4139.047748,
  "homo_lumo_gap_ev": 6.2,
  "total_charge": 0,
  "species": ["C", "C", "N", "C", "C", "C", "S", "S", "C", "C", "C", "C", "C", "C", "O", "I", "C", "C", "C", "O", "C", "O", "C", "C", "C", "C", "C", "C", "C", "C", "C", "O", "N", "B", "C", "O", "C", "N", "C", "C", "C", "C", "O", "O", "H", "H", "H", "H", "H", "H", "H", "H", "H", "H", "H", "H", "H", "H", "H", "H", "H", "H", "H", "H", "H", "H", "H", "H", "H", "H", "H", "H", "H", "H", "H", "H", "H", "H", "H", "H", "H", "H", "H", "H", "H", "H", "H", "C", "C", "C", "C", "C", "C", "H", "H", "H", "H", "H", "H", "C", "C", "C", "C", "C", "C", "H", "H", "H", "H", "H", "H", "C", "C", "C", "C", "C", "C", "H", "H", "H", "H", "H", "H", "C", "C", "C", "C", "C", "C", "H", "H", "H", "H", "H", "H", "C", "C", "C", "C", "C", "C", "H", "H", "H", "H", "H", "H"],
  "positions_angstrom": [[0.322, -3.547, 2.580], [-0.956, -3.986, 1.627], [-1.350, -2.942, 0.601], [-2.696, -3.311, -0.006], [-3.794, -2.247, 0.634], [-0.329, -2.798, -0.506], [0.927, -3.923, -0.846], [-0.363, -1.270, -1.633], [1.086, -0.229, -0.993], [1.554, 0.948, -2.087], [0.429, 2.102, -2.316], [0.634, 3.507, -1.432], [1.640, 3.294, -0.173], [3.219, 3.595, -0.380], [3.992, 3.452, -1.445], [4.299, 4.321, 1.438], [-0.866, 3.828, -0.752], [-1.292, 5.259, -0.130], [-0.726, 5.765, 1.290], [-1.598, 6.327, 2.174], [-1.583, 2.631, 0.138], [-1.806, 2.863, 1.541], [-0.837, 2.280, 2.455], [-0.183, 3.302, 3.609], [0.929, 2.742, 4.728], [1.447, 1.178, 4.773], [0.767, 0.151, 3.672], [-0.333, 0.726, 2.571], [-1.534, 4.164, -2.271], [-3.158, 3.984, -2.631], [-3.834, 5.505, -2.452], [-4.620, 5.916, -3.624], [-0.540, 4.681, -3.120], [-0.956, 5.087, -4.556], [-1.224, 3.774, -5.566], [-1.061, 6.483, -5.031], [0.903, 4.724, -2.535], [1.050, 6.142, -2.170], [2.109, 6.587, -1.504], [1.783, 7.451, -0.101], [3.707, 6.620, -1.825], [1.972, 4.535, -3.768], [2.634, 3.440, -4.136], [2.363, 5.737, -4.588], [-0.103, -2.797, 3.380], [0.643, -4.519, 3.183], [1.251, -3.151, 1.987], [-1.880, -4.093, 2.367], [-0.807, -5.070, 1.159], [-2.978, -4.388, 0.369], [-2.693, -3.327, -1.179], [-4.698, -2.060, -0.092], [-3.258, -1.222, 0.923], [-4.151, -2.743, 1.658], [0.794, 0.205, 0.052], [2.013, -0.970, -0.944], [2.632, 1.294, -1.833], [1.639, 0.351, -3.119], [0.409, 2.296, -3.494], [-0.601, 1.565, -2.128], [1.299, 4.035, 0.700], [1.557, 2.224, 0.352], [-1.215, 6.186, -0.882], [-2.479, 5.167, 0.020], [0.401, 5.760, 1.672], [-0.903, 1.653, 0.044], [-2.627, 2.275, -0.320], [-0.457, 4.434, 3.711], [1.391, 3.482, 5.529], [2.235, 0.803, 5.554], [1.075, -0.985, 3.654], [-0.758, -0.066, 1.809], [-3.349, 3.522, -3.688], [-3.731, 3.315, -1.862], [-4.446, 5.592, -1.431], [-2.944, 6.296, -2.360], [-4.935, 6.862, -3.437], [-1.854, 4.049, -6.514], [-1.743, 2.878, -5.014], [-0.175, 3.351, -5.947], [-0.508, 6.483, -5.890], [2.436, 8.445, -0.084], [0.657, 7.810, -0.061], [2.109, 6.842, 0.855], [4.266, 6.439, -0.786], [4.112, 5.807, -2.554], [3.995, 7.720, -2.162], [-4.631, 3.136, 2.832], [-5.102, 1.824, 2.841], [-6.468, 1.573, 2.966], [-7.365, 2.637, 3.073], [-6.894, 3.949, 3.061], [-5.527, 4.199, 2.945], [-3.566, 3.331, 2.738], [-4.404, 0.995, 2.750], [-6.835, 0.550, 2.979], [-8.430, 2.442, 3.166], [-7.593, 4.778, 3.143], [-5.160, 5.222, 2.941], [2.767, -8.684, -1.556], [2.393, -7.567, -0.809], [2.035, -7.712, 0.531], [2.061, -8.973, 1.128], [2.439, -10.089, 0.382], [2.788, -9.946, -0.961], [3.043, -8.572, -2.601], [2.380, -6.584, -1.272], [1.737, -6.843, 1.111], [1.786, -9.085, 2.173], [2.460, -11.071, 0.847], [3.077, -10.816, -1.543], [-3.796, -6.113, 3.742], [-2.797, -6.934, 3.219], [-2.030, -7.729, 4.071], [-2.268, -7.709, 5.445], [-3.269, -6.890, 5.967], [-4.030, -6.089, 5.117], [-4.391, -5.492, 3.078], [-2.616, -6.955, 2.147], [-1.247, -8.363, 3.664], [-1.673, -8.331, 6.109], [-3.456, -6.876, 7.038], [-4.807, -5.448, 5.524], [4.923, 8.788, -5.233], [6.290, 9.058, -5.271], [6.740, 10.373, -5.384], [5.820, 11.421, -5.450], [4.453, 11.151, -5.408], [4.003, 9.835, -5.304], [4.573, 7.763, -5.149], [7.006, 8.242, -5.214], [7.805, 10.582, -5.421], [6.171, 12.446, -5.533], [3.737, 11.968, -5.457], [2.938, 9.625, -5.277], [3.403, -13.889, 1.122], [3.098, -13.680, 2.467], [2.290, -14.590, 3.149], [1.795, -15.714, 2.488], [2.103, -15.925, 1.145], [2.903, -15.010, 0.460], [4.029, -13.178, 0.590], [3.489, -12.807, 2.984], [2.047, -14.423, 4.195], [1.170, -16.426, 3.021], [1.719, -16.802, 0.630], [3.138, -15.172, -0.588]],
  "lowdin_charge": [-0.12, -0.29, -0.23, -0.23, -0.10, -0.93, 0.63, 0.73, -0.46, -0.20, -0.11, -0.17, -0.11, -0.63, -0.08, 0.74, -0.17, -0.09, -0.13, -0.09, -0.11, -0.18, -0.14, 0.03, -0.05, -0.06, -0.04, -0.01, 0.00, -0.02, -0.22, -0.12, 0.14, -0.38, -0.03, 0.05, -0.21, 0.11, -0.24, -0.07, -0.06, -0.36, -0.09, -0.23, 0.07, 0.09, 0.06, 0.12, 0.11, 0.12, 0.13, 0.08, 0.07, 0.08, 0.04, 0.09, 0.11, 0.14, 0.13, 0.10, 0.09, 0.14, 0.14, 0.15, 0.12, 0.12, 0.16, 0.08, 0.09, 0.08, 0.06, 0.08, 0.13, 0.12, 0.14, 0.13, 0.13, 0.08, 0.06, 0.11, 0.14, 0.09, 0.08, 0.05, 0.05, 0.08, 0.11, -0.09, -0.09, -0.10, -0.10, -0.10, -0.09, 0.08, 0.09, 0.10, 0.10, 0.10, 0.10, -0.09, -0.10, -0.10, -0.09, -0.09, -0.09, 0.10, 0.07, 0.09, 0.10, 0.08, 0.10, -0.11, -0.11, -0.09, -0.09, -0.10, -0.09, 0.09, 0.10, 0.10, 0.10, 0.10, 0.10, -0.09, -0.10, -0.10, -0.11, -0.10, -0.09, 0.10, 0.10, 0.10, 0.10, 0.10, 0.10, -0.11, -0.10, -0.10, -0.10, -0.10, -0.09, 0.10, 0.10, 0.10, 0.10, 0.10, 0.10]
}

# 2
{
  "formula": "C60H78BBeN12O11",
  "method": "the ωB97M-V functional and the def2-TZVPD basis",
  "homo_energy_ev": -10.768,
  "e_lumo_ha": -0.1721,
  "e_tot_ha": -3855.490382,
  "homo_lumo_gap_ev": 6.1,
  "total_charge": 1,
  "species": ["Be", "O", "C", "O", "B", "O", "C", "O", "O", "C", "O", "C", "O", "O", "N", "C", "C", "C", "C", "C", "H", "H", "H", "H", "H", "N", "C", "C", "C", "C", "C", "H", "H", "H", "H", "H", "N", "C", "C", "C", "C", "C", "H", "H", "H", "H", "H", "N", "C", "C", "C", "C", "C", "H", "H", "H", "H", "H", "N", "C", "C", "C", "C", "C", "H", "H", "H", "H", "H", "C", "C", "O", "C", "O", "O", "H", "H", "H", "H", "C", "C", "C", "C", "N", "H", "H", "H", "H", "H", "H", "H", "C", "C", "C", "C", "N", "H", "H", "H", "H", "H", "H", "H", "C", "C", "C", "C", "N", "H", "H", "H", "H", "H", "H", "H", "C", "C", "C", "C", "N", "H", "H", "H", "H", "H", "H", "H", "C", "C", "C", "C", "N", "H", "H", "H", "H", "H", "H", "H", "C", "C", "C", "C", "N", "H", "H", "H", "H", "H", "H", "H", "C", "C", "C", "C", "N", "H", "H", "H", "H", "H", "H", "H"],
  "positions_angstrom": [[-0.043, 5.087, 0.372], [2.196, -2.367, 1.288], [1.655, -1.357, 0.764], [0.910, -0.444, 1.298], [0.298, 0.510, 0.338], [0.899, 0.111, -0.941], [1.719, -0.966, -0.749], [2.324, -1.629, -1.643], [0.500, 1.953, 0.564], [-0.672, 2.560, 0.363], [-0.901, 3.761, 0.383], [-1.766, 1.472, 0.172], [-1.139, 0.280, 0.149], [-2.932, 1.678, -0.010], [-1.557, 5.065, -0.508], [-2.620, 5.937, -0.557], [-3.859, 5.711, -1.174], [-4.023, 4.471, -1.787], [-2.983, 3.588, -1.895], [-1.793, 3.970, -1.233], [-2.369, 6.858, -0.052], [-4.624, 6.468, -1.088], [-4.976, 4.158, -2.188], [-3.164, 2.607, -2.310], [-0.988, 3.250, -1.221], [-1.087, 4.711, 1.665], [-0.739, 3.809, 2.603], [-1.533, 3.554, 3.737], [-2.703, 4.219, 3.927], [-3.059, 5.212, 2.964], [-2.273, 5.375, 1.873], [0.179, 3.252, 2.491], [-1.230, 2.746, 4.386], [-3.344, 4.027, 4.774], [-3.988, 5.727, 3.162], [-2.547, 6.038, 1.065], [5.129, -4.527, -1.621], [3.826, -4.433, -1.350], [3.224, -3.254, -0.800], [4.066, -2.163, -0.620], [5.454, -2.223, -0.979], [5.916, -3.460, -1.457], [3.212, -5.307, -1.508], [2.177, -3.142, -0.560], [3.696, -1.209, -0.276], [6.043, -1.318, -0.967], [6.942, -3.556, -1.780], [-5.917, 2.471, 3.209], [-6.129, 1.212, 2.752], [-5.118, 0.442, 2.132], [-3.851, 0.992, 1.938], [-3.625, 2.310, 2.431], [-4.643, 3.004, 3.076], [-7.079, 0.779, 3.030], [-5.307, -0.597, 1.907], [-3.053, 0.466, 1.436], [-2.709, 2.857, 2.265], [-4.484, 4.056, 3.262], [0.620, 4.187, -1.089], [0.381, 4.642, -2.328], [0.945, 4.074, -3.487], [1.852, 3.042, -3.362], [2.120, 2.523, -2.105], [1.462, 3.101, -1.008], [-0.191, 5.555, -2.410], [0.760, 4.545, -4.441], [2.351, 2.597, -4.209], [2.760, 1.675, -1.913], [1.782, 2.689, -0.062], [1.955, -5.640, 0.707], [1.081, -4.516, 1.111], [0.196, -4.487, -0.050], [0.299, -5.638, -0.724], [-0.437, -5.976, -1.613], [1.291, -6.364, -0.289], [2.261, -6.200, 1.590], [2.878, -5.227, 0.300], [1.754, -3.668, 1.242], [0.503, -4.769, 2.000], [3.534, -4.415, -4.558], [3.738, -2.956, -4.207], [2.615, -2.333, -3.321], [1.231, -2.557, -3.810], [0.154, -2.764, -4.125], [4.284, -4.743, -5.278], [2.541, -4.475, -5.003], [3.507, -5.043, -3.668], [3.888, -2.346, -5.097], [4.669, -2.855, -3.647], [2.803, -1.259, -3.302], [2.649, -2.707, -2.298], [-2.629, -0.250, 3.642], [-1.379, -0.632, 2.848], [0.018, -0.195, 3.411], [0.408, 1.168, 3.116], [0.712, 2.261, 2.881], [-3.553, -0.601, 3.184], [-2.681, 0.839, 3.654], [-2.512, -0.591, 4.671], [-1.432, -0.176, 1.859], [-1.341, -1.711, 2.700], [0.814, -0.893, 3.154], [-0.029, -0.318, 4.493], [-1.127, -3.235, -2.035], [-0.938, -2.185, -0.960], [-2.066, -2.037, 0.107], [-2.103, -2.979, 1.210], [-2.154, -3.778, 2.030], [-2.009, -3.083, -2.657], [-1.138, -4.268, -1.688], [-0.280, -3.172, -2.717], [-0.963, -1.212, -1.451], [0.035, -2.247, -0.471], [-3.074, -2.254, -0.246], [-2.133, -1.062, 0.589], [4.481, -4.923, 2.618], [4.406, -3.438, 3.189], [3.104, -2.800, 2.701], [2.813, -1.497, 3.259], [2.641, -0.420, 3.712], [5.398, -5.474, 2.823], [4.383, -4.939, 1.532], [3.697, -5.544, 3.052], [5.294, -2.826, 3.034], [4.300, -3.587, 4.264], [2.183, -3.367, 2.833], [3.182, -2.687, 1.620], [3.364, 1.324, 0.958], [3.089, 1.560, 2.436], [2.614, 2.971, 2.851], [1.738, 3.680, 1.849], [1.122, 4.322, 1.127], [3.860, 2.165, 0.474], [2.426, 1.183, 0.422], [3.973, 0.449, 0.732], [3.950, 1.223, 3.013], [2.422, 0.762, 2.761], [3.479, 3.628, 2.757], [2.351, 3.077, 3.903], [-3.840, 0.925, -1.787], [-4.592, 0.399, -0.540], [-5.183, -0.999, -0.765], [-6.058, -0.989, -1.956], [-6.795, -0.972, -2.902], [-3.277, 1.849, -1.657], [-4.372, 1.108, -2.721], [-3.079, 0.171, -1.987], [-5.314, 1.207, -0.422], [-3.930, 0.386, 0.326], [-5.859, -1.297, 0.036], [-4.443, -1.780, -0.941], [1.411, 0.274, -3.731], [0.097, -0.363, -3.281], [-0.903, 0.679, -2.738], [-1.439, 1.707, -3.653], [-1.918, 2.502, -4.312], [2.161, -0.467, -4.007], [1.893, 0.737, -2.870], [1.173, 0.887, -4.601], [0.268, -1.076, -2.475], [-0.275, -0.981, -4.099], [-0.425, 1.166, -1.888], [-1.792, 0.204, -2.324]],
  "lowdin_charge": [0.28, -0.13, -0.23, 0.15, -0.88, 0.12, -0.19, -0.15, 0.07, -0.24, -0.22, -0.29, 0.10, -0.03, 0.01, -0.09, 0.01, 0.00, -0.02, -0.10, 0.13, 0.12, 0.13, 0.03, 0.11, 0.01, -0.06, -0.01, -0.09, -0.03, -0.01, -0.07, 0.13, 0.14, 0.14, 0.06, 0.09, -0.13, -0.09, -0.04, 0.00, -0.14, 0.12, 0.12, 0.09, 0.10, 0.11, 0.08, -0.09, -0.07, -0.17, -0.04, -0.11, 0.11, 0.12, 0.08, 0.08, 0.05, 0.02, -0.07, 0.00, -0.04, -0.02, -0.06, 0.13, 0.12, 0.12, 0.12, 0.07, -0.16, -0.08, 0.03, -0.58, 0.15, 0.13, 0.13, 0.06, 0.03, 0.14, -0.08, -0.19, -0.21, -0.14, 0.18, 0.08, 0.07, 0.05, 0.11, 0.09, 0.09, 0.04, -0.05, -0.17, -0.11, 0.00, 0.08, 0.07, 0.06, 0.10, 0.06, 0.08, 0.08, 0.14, -0.06, -0.17, -0.11, -0.23, 0.18, 0.11, 0.05, 0.00, 0.07, 0.09, 0.10, 0.08, -0.06, -0.15, -0.21, -0.05, 0.18, 0.08, 0.05, 0.07, 0.12, 0.10, 0.15, 0.00, -0.03, -0.21, -0.11, -0.04, 0.23, 0.11, 0.05, 0.09, 0.12, 0.00, 0.13, 0.15, -0.08, -0.20, -0.15, -0.20, 0.14, 0.00, 0.12, 0.07, 0.14, 0.04, 0.11, 0.09, -0.07, -0.21, -0.11, -0.18, 0.21, 0.05, 0.04, 0.10, 0.06, 0.10, 0.10, 0.07]
}